# 1
Here is a molecular structure, C6H12N2 at a distorted geometry from OMol25. Energies are from ωB97M-V with the def2-TZVPD basis set.

Each line ends with the Mulliken charge.
Cartesian coordinates (Å):
1 C -0.279825 1.349722 -1.347316  -0.9237
2 C -2.474780 -0.341792 0.466206  -1.0525
3 C 1.352941 -1.774263 -0.070241  -1.2661
4 N -0.084644 -0.004852 -0.824246  -0.3924
5 C -1.124334 0.083911 0.860807  0.6660
6 C 1.113946 -0.299645 -0.294503  0.6539
7 C 1.880610 0.621209 0.410305  -1.0717
8 N -0.484819 0.472126 1.799353  -0.6233
9 H 0.676412 0.619649 1.477095  0.4553
10 H -0.151226 2.152190 -0.611031  0.3589
11 H -1.291597 1.424351 -1.747899  0.2648
12 H 0.420334 1.531590 -2.166660  0.3643
13 H -2.850813 0.291421 -0.336650  0.2699
14 H -3.144788 -0.294681 1.326007  0.3662
15 H -2.429977 -1.360739 0.081980  0.2661
16 H 2.409544 -1.992014 0.084446  0.4029
17 H 0.986558 -2.343212 -0.923687  0.3564
18 H 0.808777 -2.111561 0.817501  0.2399
19 H 2.823435 0.303141 0.839226  0.3703
20 H 1.844248 1.673450 0.159310  0.2948

Cartesian forces (eV/Å) of the 2 atoms listed first:
C 0.05 0.00 0.21
C -0.11 -0.13 0.00

lowest unoccupied orbital energy: 0.93 eV
energy relative to the best compared isomer or geometry (same formula, charge and spin): 2.716 eV
energy: -9394.1338 eV
total charge: 0
highest occupied orbital energy: -0.3211 Ha

# 2
Here is a molecular structure, C3H5NO3 at a distorted geometry from OMol25. Energies are from ωB97M-V with the def2-TZVPD basis set.

Each line ends with the Mulliken charge.
Cartesian coordinates (Å):
1 C -0.071065 0.403401 -0.381104  -0.1847
2 C -0.862691 0.492457 -1.495790  0.6271
3 C 0.033153 0.078693 1.327644  -0.3634
4 N 0.953270 1.069029 -1.102355  -0.2025
5 O 0.072316 1.204882 -2.213900  -0.2977
6 O -1.922008 -0.082511 -2.072929  -0.4846
7 O 0.247766 -1.262672 1.628394  -0.5132
8 H 0.874650 0.705937 1.801434  0.2691
9 H -0.942050 0.312847 1.703183  0.2385
10 H 1.381295 2.012822 -0.867745  0.2454
11 H -2.228330 0.595034 -2.686864  0.3538
12 H 1.196463 -1.553531 1.584357  0.3122

Cartesian forces (eV/Å) of the 2 atoms listed first:
C -0.37 0.12 3.41
C 0.98 -0.55 1.95

lowest unoccupied orbital energy: 0.76 eV
energy relative to the best compared isomer or geometry (same formula, charge and spin): 5.930 eV
energy: -10819.7574 eV
total charge: 0
highest occupied orbital energy: -0.2971 Ha

# 3
Here is a molecular structure, C21H8ClF8N4O3Ti from OMol25. Energies are from ωB97M-V with the def2-TZVPD basis set.

Each line ends with the Löwdin spin population.
Cartesian coordinates (Å):
1 Ti 0.636376 -0.490941 -0.531558  0.9102
2 Cl -1.622684 -4.090465 5.438801  -0.0008
3 C -1.066250 -3.007541 4.205356  -0.0009
4 C -0.493288 -1.779264 4.574340  0.0075
5 C -0.046068 -0.895722 3.626512  -0.0020
6 C -0.142713 -1.197467 2.253856  0.0065
7 O 0.267335 -0.337387 1.365446  -0.0046
8 C -0.722792 -2.442313 1.893125  0.0015
9 C -0.870190 -2.826869 0.529606  0.0267
10 O -0.507636 -2.161582 -0.455739  -0.0031
11 C -1.181324 -3.335467 2.886052  0.0052
12 H -0.409475 -1.536807 5.625488  0.0004
13 H 0.393183 0.051310 3.908917  -0.0002
14 H -1.356194 -3.788799 0.332040  0.0006
15 H -1.621224 -4.280442 2.592528  0.0002
16 N -1.523140 2.315236 -5.060870  0.0001
17 C -0.800586 1.424305 -4.919267  0.0001
18 N 0.035188 0.392742 -4.785579  0.0000
19 C 0.450416 0.153434 -3.613302  0.0002
20 N 0.861838 -0.103770 -2.541939  -0.0005
21 F 6.825024 1.608386 0.155992  -0.0002
22 C 5.730258 0.859229 0.015248  -0.0007
23 C 4.478684 1.447889 -0.009257  0.0002
24 F 4.341679 2.767529 0.106009  0.0002
25 C 3.378605 0.633300 -0.156692  0.0009
26 F 2.115560 1.187258 -0.190235  0.0088
27 C 3.428713 -0.749989 -0.285064  0.0044
28 O 2.322493 -1.457557 -0.427739  0.0195
29 C 4.708386 -1.309841 -0.256594  -0.0010
30 F 4.852270 -2.630463 -0.371042  0.0000
31 C 5.834110 -0.518796 -0.108821  0.0001
32 F 7.039352 -1.084766 -0.084777  0.0001
33 F -5.270918 3.618912 -0.350482  0.0003
34 C -4.952549 2.872589 -1.422470  0.0005
35 F -5.944905 1.986543 -1.594494  0.0002
36 F -4.928687 3.676550 -2.485965  0.0001
37 C -3.634681 2.171365 -1.207394  0.0044
38 C -2.500733 2.551942 -1.894893  -0.0011
39 C -1.325331 1.862703 -1.640449  0.0052
40 N -1.245634 0.846199 -0.781464  0.0064
41 C -2.350615 0.501121 -0.107916  0.0053
42 C -3.561544 1.134040 -0.288089  -0.0008
43 H -2.513610 3.330484 -2.642895  -0.0001
44 H -0.416993 2.133246 -2.159216  0.0002
45 H -2.258136 -0.314033 0.597013  0.0005
46 H -4.431572 0.813948 0.267883  -0.0001

Cartesian forces (eV/Å) of the 2 atoms listed first:
Ti -0.09 0.05 0.07
Cl 0.00 -0.01 0.01

2S+1: 2
lowest unoccupied orbital energy (alpha / beta): -1.35 / -1.55 eV
energy relative to the best compared isomer or geometry (same formula, charge and spin): 0.010 eV
⟨S²⟩: 0.753
energy: -91389.6506 eV
total charge: 0
highest occupied orbital energy (alpha / beta): -0.3272 / -0.3301 Ha

# 4
Here is a single CH2NO2P molecule at a distorted geometry from OMol25. Energies are from ωB97M-V with the def2-TZVPD basis set.

Each line ends with the Mulliken charge.
Cartesian coordinates (Å):
1 C -0.903453 -0.218371 -0.773222  -0.1493
2 N 0.296846 0.032089 -0.866315  -0.3771
3 P 1.064229 0.300031 0.711188  1.0224
4 O 0.232973 -0.488740 1.620064  -0.5280
5 O 2.227571 1.180462 0.852160  -0.5213
6 H -1.576318 -0.385463 -1.689119  0.2321
7 H -1.341849 -0.420008 0.145245  0.3211

Cartesian forces (eV/Å) of the 2 atoms listed first:
C -2.90 -1.16 -2.28
N 4.08 1.94 0.04

lowest unoccupied orbital energy: -0.38 eV
energy relative to the best compared isomer or geometry (same formula, charge and spin): 0.522 eV
SMILES: C=NP(=O)=O
energy: -15943.0210 eV
total charge: 0
highest occupied orbital energy: -0.3990 Ha